No. 1
{
  "formula": "CH10O3",
  "method": "the ωB97M-V functional and the def2-TZVPD basis",
  "smiles": "C.O.O.O",
  "total_charge": 0,
  "homo_energy_ev": -11.07,
  "species": ["C", "H", "H", "H", "H", "O", "H", "H", "O", "H", "H", "O", "H", "H"],
  "coordinates": [[-0.219888, -1.516777, 2.045705], [-0.510770, -1.026215, 1.109499], [-1.122083, -1.719272, 2.610701], [0.375279, -0.825107, 2.636383], [0.417518, -2.314353, 1.670546], [1.436108, -0.617621, -1.452241], [1.590007, -1.489898, -1.727213], [1.131555, -0.041763, -2.143904], [-1.945809, 0.865341, -1.398379], [-1.223409, 1.365535, -0.986338], [-2.577246, 0.761917, -0.714853], [0.587913, 2.160783, -0.245878], [0.737948, 2.853747, -0.913331], [1.322878, 1.543683, -0.490696]],
  "atomic_forces_ev_per_a": [[0.1790, 0.9573, -0.8971], [-0.0911, 0.3063, 0.2861], [0.0808, -0.7626, -0.0328], [0.1453, 0.0659, -0.0839], [-0.3109, -0.5512, 0.7037], [0.1125, 1.9256, 1.7577], [0.1317, -1.5236, -1.0470], [-0.2890, -0.3476, -0.7423], [1.0984, 0.3523, -0.9361], [0.0189, -0.1596, 0.0073], [-0.9947, -0.2048, 0.9972], [1.1689, -0.3085, -1.1868], [-0.3261, 0.0070, 0.4761], [-0.9238, 0.2436, 0.6979]]
}

=====

No. 2
{
  "formula": "CH10O5",
  "method": "the ωB97M-V functional and the def2-TZVPD basis",
  "smiles": "C=O.O.O.O.O",
  "total_charge": 0,
  "homo_energy_ev": -10.23,
  "species": ["C", "O", "H", "H", "O", "H", "H", "O", "H", "H", "O", "H", "H", "O", "H", "H"],
  "coordinates": [[-1.257147, -2.119993, 0.310686], [-0.339839, -2.514355, 0.977854], [-2.248191, -2.015686, 0.708234], [-1.210097, -1.580681, -0.656129], [1.568840, -0.692159, -0.350888], [1.141192, -1.421066, 0.098123], [2.475836, -0.966555, -0.235902], [1.792338, 2.027473, 1.314967], [2.386670, 1.343078, 1.604468], [2.003500, 2.234586, 0.334668], [-2.501871, 0.324976, -0.457864], [-3.128448, 0.735901, -0.971889], [-1.645291, 0.729169, -0.641965], [0.002756, 1.368866, -0.942267], [0.130840, 1.796912, -0.120610], [0.828918, 0.749532, -0.971486]],
  "atomic_forces_ev_per_a": [[-0.2053, 1.4997, -0.1284], [0.6487, -0.2854, -0.3209], [-1.0077, -0.5624, 0.4941], [0.6706, -0.6419, -0.1222], [0.7288, -0.2108, -0.0424], [-1.1086, -0.4333, 0.3795], [0.7109, 0.2438, -0.2962], [-0.0910, 1.3050, -2.4416], [0.3573, -0.4286, -0.1238], [-0.1427, -0.6672, 2.6079], [1.6271, -1.7546, 2.0370], [-2.1176, 1.5213, -1.8245], [0.3713, 0.2517, -0.2939], [1.8033, -1.6538, -1.6193], [0.0273, 0.7706, 1.6026], [-2.2723, 1.0459, 0.0920]]
}

=====

No. 3
{
  "formula": "CH10O6",
  "method": "the ωB97M-V functional and the def2-TZVPD basis",
  "spin_multiplicity": 2,
  "s2": 0.758,
  "total_charge": 1,
  "homo_energy_ev": [-15.53, -15.53],
  "species": ["O", "C", "O", "H", "H", "H", "H", "O", "H", "H", "O", "H", "H", "O", "H", "H", "O"],
  "coordinates": [[0.801337, 1.624493, 2.221031], [0.567418, 1.077421, 1.151356], [0.211468, -0.161499, 1.115775], [0.504718, 1.622424, 0.159171], [0.092070, -0.426745, 0.175005], [0.958185, -0.512670, -1.393036], [1.691319, -0.237884, -2.646469], [1.585654, 0.146278, -1.766308], [-1.062752, -1.954556, -1.181007], [-1.568122, -0.532941, -1.354316], [-0.788125, -1.081617, -1.509739], [-1.747777, -2.004359, 1.348139], [-1.158561, -3.469884, 1.082740], [-1.772935, -2.786151, 0.790057], [0.504087, 1.429251, -1.531792], [-0.114978, 2.856189, -1.324425], [-0.234072, 1.914367, -1.104938]],
  "atomic_forces_ev_per_a": [[0.0161, 0.1700, -1.3824], [0.1555, -0.8532, 3.4044], [0.1786, -0.0891, -0.6511], [-0.2349, 1.1886, -0.7256], [-0.5624, -0.4518, 0.0238], [0.3928, 0.2888, -0.6068], [0.3227, 0.3388, -0.2109], [-0.3915, -0.5760, 0.3861], [-0.0657, -0.1115, 0.0734], [-0.0762, 0.0709, -0.3080], [-0.0322, -0.0673, 0.8060], [0.2246, -0.4554, 0.4694], [-0.0996, 0.3687, 0.4215], [-0.0554, 0.0979, -0.9532], [0.3438, -0.3849, -1.0018], [-0.1625, -0.1846, 0.0257], [0.0464, 0.6501, 0.2295]]
}

=====

No. 4
{
  "formula": "CH11N2O3",
  "method": "the ωB97M-V functional and the def2-TZVPD basis",
  "total_charge": 1,
  "homo_energy_ev": -14.99,
  "species": ["N", "C", "N", "H", "H", "H", "H", "H", "H", "H", "O", "H", "H", "O", "H", "H", "O"],
  "coordinates": [[1.051151, -0.038632, -0.665107], [1.232300, 0.645253, -1.734093], [0.226785, 1.154992, -2.499758], [0.141807, -0.505521, -0.510139], [1.851192, -0.355272, -0.125859], [2.231835, 0.779990, -2.159769], [-0.008318, 2.123971, -2.315771], [-0.645996, 0.638816, -2.490186], [2.250982, -0.871847, 2.600856], [3.126225, -0.372699, 1.521936], [2.269514, -0.170714, 1.930628], [-2.293043, -1.005212, -1.038097], [-2.307635, -0.133877, 0.215172], [-1.744849, -0.396493, -0.530366], [-2.533795, -1.233139, 2.847829], [-2.199317, 0.229217, 2.714440], [-2.648836, -0.488834, 2.238282]],
  "atomic_forces_ev_per_a": [[0.3016, -1.2740, -0.6822], [-0.1809, 0.5620, -0.6157], [-0.6322, -0.5596, -0.2230], [-0.2495, 0.8395, 0.5807], [-0.2504, -0.1802, 0.0276], [0.0505, 0.6156, 0.9226], [0.5992, 0.3131, -0.4917], [-0.0375, -0.0845, 0.5470], [-0.3680, 0.2826, 0.0649], [0.0606, 0.4184, 0.2125], [0.5952, -0.7917, -0.2380], [-0.0194, -0.0595, 0.0443], [0.1947, -0.2206, 0.2831], [-0.0372, -0.0127, -0.3881], [-0.2115, 0.0109, -0.3421], [-0.3070, -0.1184, -0.2353], [0.4917, 0.2592, 0.5334]]
}

=====

Which formula does entry 4 have?
CH11N2O3

=====

Number 2 is which compound?
CH10O5